92
Properties=species:S:1:pos:R:3:mulliken_charge:R:1 method="wB97M-V/def2-TZVPD" homo_energy_ev=-11.752 orbital_gap_ev=8.87 total_energy_ev=-257652.53777 lumo_energy_ev=-2.88 total_charge=+1 largest_force_ev_per_a=1.43
O 8.01183 -4.27979 1.87461 -0.34
O 7.53556 -3.03171 1.42296 -0.22
C 6.59879 -2.62488 2.39121 -0.13
N 5.79196 -1.50012 1.83298 0.13
C 4.32364 -1.79088 1.96612 0.13
C 3.81383 -1.81867 3.25063 -0.52
C 2.46469 -2.13182 3.37822 -0.95
C 1.71153 -2.37417 2.24046 0.60
C 2.24103 -2.32620 0.95162 -1.12
C 3.59373 -2.03919 0.82381 -0.17
H 7.37832 -4.94126 1.54713 0.36
H 7.05563 -2.34272 3.34334 0.32
H 5.94496 -3.46984 2.60572 0.26
H 6.02627 -1.29182 0.85846 0.46
H 5.92360 -0.63418 2.35716 0.42
H 4.45644 -1.62846 4.10341 0.48
H 2.04257 -2.18660 4.37199 0.47
H 0.65957 -2.60287 2.35873 -0.08
H 1.66497 -2.54896 0.07175 0.53
H 4.10495 -2.01688 -0.13384 0.34
Cl 0.87894 2.90680 0.68352 -0.14
C 0.20071 1.95726 -0.66732 -0.46
C -0.59797 0.77152 -0.18776 -0.23
Cl 0.43112 -0.48501 0.56465 0.01
H 1.02249 1.65377 -1.30945 0.20
H -0.44472 2.62900 -1.23169 0.37
H -1.10479 0.30257 -1.03039 0.35
H -1.34979 1.05845 0.54281 -0.08
Cl -1.63015 7.55614 4.22722 -0.25
C -0.61047 6.09958 4.36097 -0.26
C -0.20284 5.57264 3.01001 0.17
Cl -1.60171 4.91302 2.12521 -0.15
H -1.16554 5.35483 4.92659 0.36
H 0.27213 6.37709 4.93293 0.08
H 0.51610 4.76572 3.13100 -0.29
H 0.25138 6.34577 2.39489 0.36
Cl -4.24553 1.48593 4.02594 -0.20
C -4.22857 2.48020 2.54515 0.32
C -4.83974 1.75780 1.37450 -0.60
Cl -3.82934 0.38471 0.83658 -0.14
H -3.19996 2.76498 2.34614 -0.17
H -4.79858 3.38265 2.76028 0.05
H -4.93283 2.43522 0.52732 0.34
H -5.82776 1.37272 1.61344 0.40
Cl 2.44758 -0.51543 -2.38480 -0.14
C 1.77109 -1.49593 -3.71990 -0.66
C 0.96904 -2.65532 -3.17821 0.08
Cl 2.01153 -3.86434 -2.37601 -0.22
H 2.59209 -1.83084 -4.34787 0.46
H 1.14027 -0.83532 -4.30859 0.30
H 0.45730 -3.16540 -3.98681 0.03
H 0.22466 -2.32094 -2.45759 0.22
Cl 0.28163 -2.16891 -6.33198 -0.20
C -0.38807 -3.15908 -7.66267 -0.34
C -1.20138 -4.31396 -7.14378 -0.28
Cl -0.18571 -5.53323 -6.32520 -0.20
H 0.44185 -3.49634 -8.27847 0.29
H -1.01606 -2.50473 -8.26422 0.30
H -1.69341 -4.80926 -7.98062 0.01
H -1.96175 -3.98448 -6.43888 0.37
Cl 3.07543 5.79274 5.49094 -0.17
C 3.98378 4.26242 5.51841 -0.48
C 4.23647 3.73122 4.13067 -0.46
Cl 2.74179 3.17108 3.33239 -0.15
H 3.42751 3.55016 6.12315 0.30
H 4.93304 4.46586 6.01174 0.34
H 4.90700 2.87437 4.18354 0.27
H 4.69301 4.48538 3.49428 0.32
Cl -2.74800 -4.42317 -10.06434 -0.18
C -2.33407 -5.53021 -11.40189 -0.43
C -0.94638 -6.09861 -11.24849 -0.49
Cl 0.31448 -4.85835 -11.47009 -0.18
H -2.44366 -4.98312 -12.33458 0.35
H -3.06642 -6.33544 -11.38835 0.31
H -0.77886 -6.86428 -12.00394 0.35
H -0.80584 -6.54763 -10.26782 0.30
Cl -4.13460 -3.80413 0.31122 -0.17
C -4.15708 -4.05404 2.07622 -0.45
C -3.43716 -2.95425 2.81131 -0.20
Cl -1.67496 -2.99647 2.51880 -0.26
H -3.71867 -5.02720 2.28330 0.32
H -5.20155 -4.07442 2.38261 0.32
H -3.58374 -3.06772 3.88407 0.31
H -3.79990 -1.97185 2.51844 0.09
Cl -7.79575 8.14347 4.69457 -0.19
C -6.02066 8.26898 4.79536 -0.46
C -5.32848 7.36327 3.81095 0.02
Cl -5.52722 5.63831 4.22720 -0.19
H -5.72571 8.04426 5.81742 0.33
H -5.76245 9.30496 4.58180 0.32
H -4.25899 7.56439 3.81225 -0.13
H -5.70578 7.51083 2.80201 0.31

15
Properties=species:S:1:pos:R:3:nbo_charge:R:1 method="wB97M-V/def2-TZVPD" homo_energy_ev=-11.388 orbital_gap_ev=11.52 smiles=O.O.O.O.O total_energy_ev=-10399.58052 lumo_energy_ev=0.13 e_above_lowest_ev=1.269 largest_force_ev_per_a=1.30
O 0.20898 -0.06740 2.14703 -0.96
O 0.36425 1.94944 -3.82825 -0.95
O -0.18171 0.87698 -0.33653 -0.96
O -3.31891 1.84938 0.25374 -0.94
O 2.76551 -4.27078 1.56648 -0.92
H -0.68416 0.32032 2.06072 0.48
H -0.49936 2.30642 -4.02140 0.47
H 0.34521 0.06303 -0.20645 0.49
H -3.41663 0.89371 0.27854 0.46
H 3.43509 -4.59486 0.97950 0.46
H 0.06319 -0.83579 2.74058 0.48
H 0.32130 1.47900 -2.99882 0.48
H 0.31580 1.49322 0.18965 0.48
H -2.41191 1.91463 -0.06872 0.48
H 2.69334 -3.37730 1.24393 0.46

40
Properties=species:S:1:pos:R:3:nbo_charge:R:1 method="wB97M-V/def2-TZVPD" homo_energy_ev=-8.722 orbital_gap_ev=1.87 total_energy_ev=-25480.20757 lumo_energy_ev=-6.85 e_above_lowest_ev=8.720 largest_force_ev_per_a=6.11
Al 0.61880 -0.05029 -1.19790 1.00
B 3.49534 -4.18456 -1.75837 -0.53
H 4.13015 -4.99311 -2.08625 0.11
H 3.70438 -3.21190 -2.17608 -0.02
H 2.57218 -4.57259 -2.16018 0.20
H 3.32600 -4.14089 -0.69364 0.04
B 0.93779 -2.15748 -5.87063 -0.57
H 0.53241 -1.31728 -6.41282 0.03
H 1.16088 -2.97431 -6.53941 0.08
H 1.86825 -1.91112 -5.38299 0.08
H 0.19386 -2.42366 -5.13582 0.03
B 4.80224 1.70117 0.73189 -0.62
H 4.85457 0.62344 0.73000 0.03
H 5.67883 2.20357 1.11060 0.06
H 4.49854 2.14142 -0.20523 -0.04
H 4.03554 1.95634 1.44694 0.13
O -0.15427 6.04368 -0.31757 -0.57
C -0.39095 7.25421 -0.38532 0.79
O -1.32276 7.81483 0.47102 -0.50
C -1.56364 9.25093 0.16352 -0.07
C -0.81441 9.44545 -1.19232 -0.46
C 0.22761 8.30454 -1.29883 -0.53
H -1.24407 9.84039 1.02288 0.19
H -2.64659 9.37368 0.17947 0.20
H -0.44992 10.44351 -1.43547 0.23
H -1.34480 9.42323 -2.14431 0.22
H 1.22117 8.72333 -1.13897 0.25
H 0.22098 7.92366 -2.32009 0.24
O -2.12929 -4.59837 2.24031 -0.58
C -2.64261 -5.54879 2.92804 0.80
O -2.75146 -5.41555 4.31861 -0.50
C -3.18688 -6.57241 5.03195 -0.06
C -3.49825 -7.60992 3.86271 -0.44
C -3.25179 -6.91337 2.54147 -0.54
H -4.06297 -6.33654 5.63605 0.19
H -2.40155 -6.95985 5.68099 0.19
H -4.54805 -7.89766 3.91955 0.22
H -2.92654 -8.52625 4.00962 0.22
H -4.20042 -6.83073 2.01103 0.25
H -2.54836 -7.32092 1.81540 0.25

112
Properties=species:S:1:pos:R:3:mulliken_charge:R:1 method="wB97M-V/def2-TZVPD" homo_energy_ev=-10.123 orbital_gap_ev=5.41 total_energy_ev=-148323.13255 lumo_energy_ev=-4.71 total_charge=+2 e_above_lowest_ev=0.510 largest_force_ev_per_a=1.44
Hf 0.57998 0.17101 1.31257 0.06
F 0.56254 0.80684 -5.93930 -0.34
C -0.51895 0.76772 -5.13151 0.19
C -0.30571 0.54582 -3.80341 -0.35
C -1.38074 0.45934 -2.91887 0.71
C -1.15116 0.20828 -1.51428 1.36
O -0.01420 0.11861 -1.01697 -0.78
C -2.33095 0.09918 -0.70598 -0.33
C -3.55949 0.31065 -1.21892 -0.33
N -3.76285 0.59035 -2.53508 0.24
C -5.11878 0.79213 -3.00559 -0.31
C -5.51576 2.14823 -3.51838 -0.47
C -6.03485 1.66409 -2.20086 -0.99
C -2.68618 0.63335 -3.41066 -0.31
C -2.87338 0.86335 -4.77745 -0.78
C -1.80939 0.92824 -5.66508 -0.90
N -2.06784 1.19019 -7.02794 0.18
C -3.15211 0.47355 -7.68742 -0.62
C -3.89409 1.45785 -8.60044 -0.77
N -2.90525 2.50361 -9.04934 -0.14
C -1.57215 1.86910 -9.31279 -0.78
C -0.97071 1.46688 -7.96021 -0.73
C -1.85871 -0.10682 0.69300 0.35
O -1.58665 0.91842 1.37400 -0.57
O -1.34771 -1.22245 0.97697 -0.86
H 0.70153 0.42160 -3.42513 0.69
H -4.45128 0.27322 -0.61016 0.75
H -5.54675 -0.08238 -3.48137 0.40
H -6.19692 2.19186 -4.35746 0.31
H -4.75879 2.92119 -3.49300 0.26
H -7.06860 1.35964 -2.12809 0.26
H -5.63482 2.13620 -1.31395 0.36
H -3.87779 1.03379 -5.13666 0.77
H -3.84745 0.06459 -6.96253 0.43
H -2.76846 -0.37438 -8.26518 0.32
H -4.70002 1.97466 -8.08508 0.44
H -4.28922 0.96970 -9.48884 0.38
H -2.79106 3.18116 -8.29333 0.38
H -3.25230 3.00371 -9.86749 0.34
H -0.93163 2.57069 -9.84011 0.40
H -1.75902 1.01552 -9.96034 0.36
H -0.37355 2.28772 -7.56774 0.52
H -0.30552 0.61627 -8.12085 0.42
N -0.11056 -3.70056 0.70916 0.22
C 1.17558 -3.51029 0.45021 0.27
S 1.86931 -1.96817 0.23387 -0.52
N 1.99284 -4.56829 0.34422 -0.07
C 1.62118 -5.94210 0.44490 0.18
C 2.32704 -6.76477 1.31388 -0.55
C 2.00677 -8.11052 1.40061 -0.52
C 0.97248 -8.63232 0.63588 -0.49
C 0.27135 -7.80754 -0.23150 -0.59
C 0.60015 -6.46381 -0.34081 -0.14
H -0.70522 -2.89263 0.85741 0.17
H -0.44543 -4.62170 0.94610 0.37
H 2.97594 -4.34685 0.32137 0.28
H 3.12169 -6.34778 1.92157 0.42
H 2.56184 -8.75045 2.07348 0.38
H 0.71887 -9.68133 0.71109 0.40
H -0.52372 -8.21407 -0.84267 0.38
H 0.08476 -5.82986 -1.05212 0.50
C 3.16798 4.12390 2.04549 -0.82
N 3.74036 3.17348 1.11128 0.11
C 5.12792 2.72534 1.24965 -0.40
C 5.30443 1.80353 0.03610 -0.66
N 3.91521 1.54615 -0.32967 0.08
C 3.07243 2.36771 0.30264 0.26
S 1.39477 2.44570 -0.02943 -0.54
H 3.00879 3.67282 3.02506 0.22
H 2.21287 4.47204 1.66445 0.31
H 3.84832 4.96838 2.14734 0.37
H 5.23029 2.18025 2.19148 0.22
H 5.81023 3.57260 1.24822 0.42
H 5.82707 0.88379 0.28931 0.32
H 5.83398 2.30381 -0.77632 0.35
H 3.61573 0.99836 -1.11562 0.19
C 2.37219 0.32399 2.29039 -0.17
Ge 1.72298 0.66752 4.05581 1.40
C 2.60155 -0.01786 5.65677 0.31
C 2.02901 0.20367 6.90771 -0.30
C 2.61121 -0.32357 8.05206 -0.78
C 3.77098 -1.08264 7.95459 -0.52
C 4.34458 -1.31423 6.71163 -0.67
C 3.76035 -0.78423 5.56819 -0.29
C 0.00753 -0.40205 3.92665 -0.66
C -1.26911 0.01899 4.30622 -0.21
C -2.31675 -0.88511 4.40904 -0.72
C -2.09805 -2.23398 4.15648 -0.54
C -0.83487 -2.67866 3.79110 -0.64
C 0.20430 -1.76807 3.66154 -0.18
C 1.05325 2.49145 4.36924 0.25
C 1.43206 3.28008 5.45381 -0.29
C 0.96407 4.58207 5.58919 -0.75
C 0.09592 5.11149 4.64359 -0.63
C -0.29616 4.33585 3.55976 -1.08
C 0.18629 3.04314 3.42831 -0.48
H 3.27266 -0.28773 2.26568 0.70
H 1.11656 0.78610 6.99318 0.45
H 2.15947 -0.14483 9.01993 0.42
H 4.22512 -1.49315 8.84723 0.40
H 5.24823 -1.90646 6.63409 0.41
H 4.21417 -0.96615 4.59941 0.30
H -1.44273 1.06833 4.51904 0.41
H -3.30270 -0.54338 4.69913 0.46
H -2.91214 -2.94125 4.25873 0.43
H -0.65609 -3.73445 3.62316 0.59
H 1.19537 -2.11795 3.39198 0.46
H 2.10953 2.87888 6.20059 0.45
H 1.27541 5.18140 6.43563 0.44
H -0.27385 6.12296 4.75173 0.40
H -0.96769 4.74030 2.81150 0.45
H -0.10114 2.48244 2.54152 0.53

10
Properties=species:S:1:pos:R:3:nbo_charge:R:1 method="wB97M-V/def2-TZVPD" spin_multiplicity=2 homo_energy_ev="-17.516 / -17.226" orbital_gap_ev="12.95 / 8.02" total_energy_ev=-5141.35560 lumo_energy_ev="-4.56 / -9.21" total_charge=+1 e_above_lowest_ev=1.587 largest_force_ev_per_a=3.64
C 0.75048 -1.22031 -0.82642 -0.51
N 0.59856 -0.28402 0.26797 -0.19
C -0.69310 0.21739 0.46299 0.23
N -0.77588 1.47418 0.30938 -0.40
H 1.51524 -1.96838 -0.66116 0.28
H 0.67712 -0.89186 -1.86749 0.29
H -0.13212 -1.88420 -0.82744 0.24
H 1.17873 0.56252 0.11705 0.43
H -1.47969 -0.53112 0.44518 0.22
H -1.74336 1.80435 0.30969 0.40

20
Properties=species:S:1:pos:R:3:nbo_charge:R:1 method="wB97M-V/def2-TZVPD" homo_energy_ev=-9.021 orbital_gap_ev=9.87 smiles="CC1=N[C@@]2(C)[C@@H]1C(=O)N2C" total_energy_ev=-12446.37725 lumo_energy_ev=0.84 e_above_lowest_ev=3.071 largest_force_ev_per_a=4.94
C 1.54933 -0.25585 0.16770 0.31
C -0.35705 -1.57202 -0.43082 0.70
C 0.63598 -0.52918 -0.93326 -0.40
C -0.33446 0.49221 -0.31480 0.31
C 2.89658 -0.69094 0.42227 -0.68
C -0.80933 1.70458 -0.94468 -0.66
C -2.29299 -1.02294 0.91118 -0.41
N 0.71904 0.50700 0.84938 -0.42
N -1.25116 -0.67183 0.04129 -0.43
O -0.20528 -2.76931 -0.43659 -0.60
H 0.97603 -0.41656 -1.94324 0.22
H 3.00418 -1.74388 0.26100 0.25
H 3.27502 -0.24835 1.30596 0.24
H 3.50173 -0.24724 -0.34045 0.24
H -0.46917 2.46611 -0.29175 0.24
H -1.84985 1.65558 -1.07576 0.23
H -0.25962 1.79014 -1.89814 0.23
H -3.20667 -0.86041 0.42002 0.20
H -2.05523 -2.05288 1.15632 0.23
H -2.32570 -0.38313 1.81634 0.20

10
Properties=species:S:1:pos:R:3:nbo_charge:R:1 method="wB97M-V/def2-TZVPD" homo_energy_ev=-7.978 orbital_gap_ev=5.95 total_energy_ev=-42381.77864 lumo_energy_ev=-2.03 e_above_lowest_ev=5.044 largest_force_ev_per_a=2.69
C -1.42545 0.77529 -0.22666 -0.66
C 0.77114 -0.43044 -0.06257 -0.93
P -0.22152 -1.60384 1.03982 0.40
P 0.15028 1.24224 0.49515 0.62
S 1.14806 -0.83249 -1.76504 0.13
S 2.45465 -0.87988 -0.21371 0.14
H -1.48457 0.48150 -1.31037 0.20
H -2.27694 0.40154 0.34790 0.22
H 0.29598 -1.04534 2.27455 -0.04
H 0.58836 1.89142 -0.57907 -0.07

48
Properties=species:S:1:pos:R:3:nbo_charge:R:1 method="wB97M-V/def2-TZVPD" homo_energy_ev=-9.409 orbital_gap_ev=9.55 total_energy_ev=-43075.68012 lumo_energy_ev=0.14 e_above_lowest_ev=1.048 largest_force_ev_per_a=1.82
O 1.20273 -4.22946 -1.29175 -0.63
O -2.34697 -3.00811 -1.39379 -0.62
O 0.49312 4.06385 -0.77060 -0.96
O 1.57227 2.17301 0.15445 -0.92
O 0.48722 0.50120 -1.69712 -0.75
C 1.71292 -3.25452 -1.82308 0.67
C -1.40246 -2.70664 -2.10714 0.67
C 2.14893 1.41659 4.84608 -0.21
C 1.36165 2.56734 4.96060 -0.22
C 1.86186 0.46941 3.85783 -0.20
C -3.46472 1.69975 1.65579 -0.18
C -3.30574 2.41318 0.46637 -0.22
C 0.29050 2.77232 4.08413 -0.15
C 0.78905 0.67411 2.98417 -0.19
C -2.36909 1.51384 2.50152 -0.20
C -2.05732 2.94479 0.12838 -0.21
C 0.00064 1.82825 3.08983 -0.10
C -1.11465 2.04206 2.17108 -0.05
C -0.94985 2.76832 0.97666 -0.22
N -1.39954 -3.16608 -3.36802 -0.61
N 1.06976 -2.10544 -2.01800 -0.62
S 0.67958 3.50495 0.57891 1.53
C 3.14519 -3.31607 -2.30171 -0.71
C -0.48020 -2.87171 -4.46876 -0.41
C -0.63857 -0.34372 -1.85240 -0.06
C -0.28797 -1.80554 -1.53658 -0.16
H 1.83971 2.33650 -0.76832 0.52
H 0.51868 0.81437 -0.77968 0.49
H 2.98198 1.25823 5.52506 0.22
H 1.58106 3.30183 5.73003 0.22
H 2.47205 -0.42478 3.76790 0.22
H -4.43445 1.28647 1.91956 0.22
H -4.15294 2.55885 -0.19759 0.22
H -0.32043 3.66600 4.17398 0.21
H 0.57287 -0.06217 2.21541 0.22
H -2.48828 0.95376 3.42426 0.23
H -1.95691 3.50596 -0.79675 0.25
H -2.17193 -3.78238 -3.57114 0.41
H 1.57566 -1.33279 -2.42281 0.41
H 3.18053 -3.11257 -3.37010 0.22
H 3.53912 -4.31285 -2.10494 0.24
H 3.73579 -2.57829 -1.76153 0.22
H 0.39558 -3.51969 -4.40194 0.20
H -0.16591 -1.82738 -4.44261 0.20
H -0.97827 -3.05898 -5.42159 0.21
H -0.97250 -0.27201 -2.88819 0.17
H -1.45068 -0.01214 -1.20215 0.20
H -0.29905 -1.93161 -0.45370 0.23